Here is a molecular structure, C29H63GaN2Si7 at a distorted geometry from the Open Molecules 2025 dataset. Energies are from ωB97M-V/def2-TZVPD.

Structure (XYZ):
```
102
Properties=species:S:1:pos:R:3:forces:R:3
H -4.110 -1.000 2.458 -0.21 -0.64 0.12
H 4.727 -0.274 -3.954 -0.15 0.41 0.11
H 0.323 -2.493 -3.043 -0.60 -0.47 -0.48
H -5.583 -0.913 -2.052 0.50 0.12 0.62
H -3.648 1.562 8.064 -0.55 -0.36 0.57
C 2.626 2.926 1.325 0.29 0.56 -0.22
H 2.294 4.123 -2.457 0.37 0.16 -0.47
H -0.532 -3.809 -4.053 0.34 0.21 0.18
H -3.437 3.149 7.352 0.35 -0.03 0.00
H -3.891 1.778 6.335 0.56 -0.03 0.47
H 0.205 -4.086 -0.663 0.89 0.72 0.20
H -1.604 -0.553 6.963 -0.57 -0.89 0.02
Si -3.153 -0.319 -1.875 0.19 0.04 0.61
H -5.426 0.506 -1.036 0.31 -0.19 0.15
C -3.268 2.083 7.209 -0.56 -0.11 -0.78
C -3.102 3.805 -1.252 0.26 2.07 0.02
H 1.085 -1.480 -4.421 -0.08 0.27 -0.26
H -3.854 0.358 -4.146 -0.11 0.26 -0.09
H 5.971 -0.974 -0.690 -0.11 -0.05 0.59
N -0.901 2.728 7.058 -0.12 -0.25 0.49
H 5.160 -0.135 0.679 0.21 0.82 -0.01
H 1.630 -2.551 0.830 0.63 0.18 0.04
H -5.000 -1.112 -0.350 -0.11 0.44 -0.51
C -3.295 -0.640 1.847 0.83 1.56 0.12
H 4.326 1.197 -4.909 0.06 -0.38 0.24
Si 2.215 0.422 -1.173 -1.12 -0.43 0.07
H -1.212 -4.918 -0.148 0.07 0.02 -0.38
C -3.470 -3.840 -2.459 0.61 -0.61 -0.50
N -1.437 1.650 -0.794 0.29 -1.82 0.93
H -3.827 4.646 -1.306 0.91 -0.56 -0.29
Ga -0.423 -0.038 -0.693 1.52 -0.26 0.31
H -4.198 -3.478 0.220 0.13 0.18 1.17
H 2.778 -3.117 -2.234 -0.32 -0.16 -0.07
H -0.530 -3.384 1.879 0.33 -0.49 -0.18
H 2.206 4.997 -0.929 0.24 0.53 0.20
C -1.157 2.829 -0.184 0.89 -0.24 -1.22
Si 3.538 -1.509 -0.424 -0.40 0.49 -0.40
H -3.336 -4.624 -3.243 0.02 0.52 0.45
C 2.705 -2.347 1.023 -1.14 0.42 -0.17
C -1.906 -1.486 -0.980 -0.62 0.27 0.02
H 1.763 2.352 1.662 -0.26 0.22 -0.07
H -3.808 -3.466 2.069 -0.50 0.15 -0.24
H 4.467 -2.679 -2.532 -0.23 0.57 -0.10
H 3.154 -3.298 1.257 0.40 -0.33 0.14
H 5.577 -1.722 0.933 0.54 -0.96 0.22
C 1.430 1.946 -4.281 -0.51 -0.03 0.84
H -2.202 -0.304 -4.189 0.01 0.08 -0.11
C 0.336 2.168 7.065 -3.01 -0.46 -0.04
H 1.912 3.019 6.002 -0.01 0.06 0.09
C -0.824 -2.357 2.008 0.29 0.89 -0.58
H -1.176 -2.273 3.030 -0.24 0.09 0.29
H 3.428 2.651 2.041 -0.18 0.33 -0.62
H -3.771 0.128 1.217 0.27 -0.06 0.03
C 1.555 2.973 7.042 0.73 1.25 0.07
C 5.263 -1.068 0.152 -0.43 0.62 -0.74
H -4.139 2.499 -2.530 -0.72 -0.20 -0.27
H -3.622 -1.393 -4.049 0.34 0.62 -0.06
C 0.152 0.731 7.023 0.34 -0.93 0.02
H -1.528 4.829 -0.128 -0.49 0.34 0.11
H 0.080 -1.701 1.935 -0.85 -0.48 -0.07
H 0.514 2.255 -3.762 0.42 0.08 0.41
H 2.105 2.773 -4.394 0.04 0.73 -0.28
C -3.194 -0.408 -3.757 -0.17 -1.08 0.36
Si 2.436 0.572 -3.509 -0.69 -2.10 -0.92
H 5.272 1.896 -1.183 -0.18 0.22 0.12
H 4.135 -3.648 -1.187 -0.58 0.16 -0.25
C -1.908 3.901 -0.531 0.21 1.31 1.64
H 5.230 3.250 -0.043 0.09 0.24 -0.76
C -0.628 -2.890 -3.462 -0.74 -0.52 1.51
H 1.039 1.622 -5.220 0.17 -0.24 -1.02
H 4.756 1.387 -3.223 0.10 -0.36 -0.18
H 0.892 3.979 -1.485 0.25 -0.17 0.28
Si -2.310 -1.948 0.869 -0.01 0.58 0.33
C -3.317 2.621 -1.865 -0.57 -2.23 0.66
C 4.237 0.711 -3.917 0.79 1.04 -0.31
Si -1.774 -3.167 -1.935 1.27 1.00 -0.19
H -4.038 -4.308 -1.663 -0.02 0.01 0.19
H -2.636 -0.080 2.572 -0.43 -0.46 -0.80
C -2.589 1.482 -1.479 -0.51 0.43 -1.32
C -0.739 -4.428 -1.011 -1.13 -1.00 0.07
C 1.985 4.070 -1.427 -0.38 -1.15 0.14
H 1.337 4.052 7.353 0.37 -1.64 -0.23
C 4.775 2.853 -0.971 -0.27 -0.26 0.18
H -0.511 -5.190 -1.769 -0.11 -0.09 0.21
H -0.229 2.874 0.409 -0.62 0.05 -0.37
H 0.997 0.055 7.047 -0.16 -0.22 -0.12
H 2.221 -0.929 -5.674 0.01 0.26 0.57
H 2.753 -1.686 1.895 -0.03 -0.15 0.05
H 2.417 4.030 1.356 0.13 -0.95 0.51
H 4.878 3.486 -1.876 0.20 -0.07 0.75
H -2.864 -4.415 0.927 -0.65 1.21 0.09
C -1.841 1.727 7.093 1.78 0.76 -0.87
C 3.697 -2.799 -1.765 1.05 -0.84 0.42
Si 2.930 2.643 -0.544 -0.40 -0.35 0.15
C -4.947 -0.460 -1.247 -0.40 -0.54 -0.51
C 2.068 -1.050 -4.583 -0.10 0.64 0.63
H -1.131 -2.160 -4.053 0.03 0.74 -0.74
H 2.391 2.507 7.608 -0.60 0.43 -0.11
H -4.077 -3.057 -2.899 -0.18 0.12 -0.03
C -1.187 0.411 6.996 1.45 2.42 0.40
C -3.440 -3.435 1.042 0.82 -1.87 -1.19
H 2.755 -1.816 -4.234 0.27 -0.13 -0.04
```
Positions in Å, forces in eV/Å.

* strongest force on any atom: 3.0 eV Å⁻¹
* E_LUMO (alpha / beta): 0.20 / -1.21 eV
* electronic energy: -5203.56620 hartree
* energy relative to the best compared isomer or geometry (same formula, charge and spin): 18.7 kJ/mol
* total charge: 0

Results of the Löwdin charge analysis, in e, for atoms 1 through 99: atom 1 (H): 0.020, atom 2 (H): 0.035, atom 3 (H): 0.020, atom 4 (H): 0.042, atom 5 (H): 0.070, atom 6 (C): -0.239, atom 7 (H): 0.003, atom 8 (H): 0.046, atom 9 (H): 0.077, atom 10 (H): 0.094, atom 11 (H): 0.009, atom 12 (H): 0.080, atom 13 (Si): 0.487, atom 14 (H): 0.032, atom 15 (C): -0.044, atom 16 (C): -0.081, atom 17 (H): -0.036, atom 18 (H): 0.030, atom 19 (H): 0.043, atom 20 (N): 0.093, atom 21 (H): 0.007, atom 22 (H): -0.001, atom 23 (H): 0.018, atom 24 (C): -0.189, atom 25 (H): 0.043, atom 26 (Si): 0.387, atom 27 (H): 0.018, atom 28 (C): -0.161, atom 29 (N): -0.105, atom 30 (H): 0.121, atom 31 (Ga): 0.473, atom 32 (H): 0.024, atom 33 (H): 0.010, atom 34 (H): 0.014, atom 35 (H): 0.022, atom 36 (C): -0.142, atom 37 (Si): 0.341, atom 38 (H): 0.050, atom 39 (C): -0.229, atom 40 (C): -0.542, atom 41 (H): -0.001, atom 42 (H): 0.032, atom 43 (H): 0.028, atom 44 (H): 0.029, atom 45 (H): 0.017, atom 46 (C): -0.217, atom 47 (H): 0.027, atom 48 (C): -0.335, atom 49 (H): 0.082, atom 50 (C): -0.189, atom 51 (H): 0.025, atom 52 (H): 0.030, atom 53 (H): 0.011, atom 54 (C): -0.048, atom 55 (C): -0.214, atom 56 (H): 0.098, atom 57 (H): 0.032, atom 58 (C): -0.051, atom 59 (H): 0.108, atom 60 (H): 0.010, atom 61 (H): 0.027, atom 62 (H): 0.013, atom 63 (C): -0.170, atom 64 (Si): 0.318, atom 65 (H): 0.003, atom 66 (H): 0.044, atom 67 (C): -0.083, atom 68 (H): 0.031, atom 69 (C): -0.176, atom 70 (H): 0.016, atom 71 (H): -0.003, atom 72 (H): 0.010, atom 73 (Si): 0.390, atom 74 (C): -0.088, atom 75 (C): -0.233, atom 76 (Si): 0.437, atom 77 (H): 0.013, atom 78 (H): 0.046, atom 79 (C): -0.289, atom 80 (C): -0.178, atom 81 (C): -0.201, atom 82 (H): 0.107, atom 83 (C): -0.227, atom 84 (H): 0.040, atom 85 (H): 0.106, atom 86 (H): 0.097, atom 87 (H): 0.040, atom 88 (H): 0.038, atom 89 (H): 0.035, atom 90 (H): 0.036, atom 91 (H): 0.038, atom 92 (C): -0.296, atom 93 (C): -0.224, atom 94 (Si): 0.377, atom 95 (C): -0.168, atom 96 (C): -0.199, atom 97 (H): -0.010, atom 98 (H): 0.087, atom 99 (H): -0.001

=====

Here is a molecular structure, C26H23BF4N7OsSe2 from the Open Molecules 2025 dataset. Energies are from ωB97M-V/def2-TZVPD.

Structure (XYZ):
```
64
Properties=species:S:1:pos:R:3:forces:R:3
H 0.902 2.525 -1.555 -0.02 -0.01 -0.01
C -0.367 -4.940 -0.094 -0.04 -0.09 0.03
H 2.733 0.366 -4.154 0.00 -0.01 0.00
C 1.196 0.347 4.372 0.15 0.00 0.00
N 1.880 0.183 -3.645 0.00 -0.02 -0.17
C 0.348 -0.332 3.498 -0.06 -0.10 -0.13
H 2.352 2.153 0.776 -0.03 0.00 -0.03
F -3.909 1.700 -0.045 -0.10 -0.08 -0.21
C -0.625 -1.187 4.024 -0.04 0.06 -0.06
H 3.695 -0.037 -1.494 0.06 0.01 0.02
C 0.084 -0.526 6.253 0.01 -0.03 0.02
N 0.744 -0.027 2.171 -0.20 -0.01 -0.11
C -1.178 -2.763 0.471 0.16 0.16 -0.10
C 2.778 0.520 -1.301 0.04 -0.03 0.00
H 0.956 -0.183 -6.359 -0.02 0.01 0.02
C 1.085 0.278 5.757 0.03 0.04 0.00
F -3.095 1.929 -2.162 0.02 0.00 -0.01
C -1.136 2.518 1.003 0.04 -0.11 -0.02
H -1.497 -1.915 5.824 0.02 0.01 -0.01
C 0.268 -0.332 -5.537 0.08 -0.01 -0.04
H 2.915 1.538 3.890 0.02 -0.03 0.00
C -1.928 -0.919 -4.676 0.02 0.02 -0.08
H -1.389 -0.851 -6.760 -0.01 -0.01 0.02
C -0.151 4.253 -0.852 0.04 0.02 -0.05
C -1.373 -4.135 0.422 0.00 -0.01 0.01
C 1.735 0.201 -2.318 0.01 -0.07 -0.09
H -2.945 -1.223 -4.891 0.02 0.01 -0.01
C -0.751 -1.260 5.395 0.02 0.00 0.00
Se -2.635 -1.730 1.097 0.11 0.20 0.08
N -0.241 2.048 0.095 -0.11 0.10 -0.01
H 3.681 1.120 1.315 0.04 0.01 -0.01
H -0.493 -6.014 -0.140 0.00 0.01 0.00
C -1.544 -0.748 -3.365 -0.03 -0.08 0.06
N 2.234 0.177 0.049 -0.16 0.00 -0.12
H -2.234 -0.910 -2.550 0.05 0.00 -0.09
H 2.627 -0.721 0.324 0.03 0.00 0.01
H 3.040 1.579 -1.328 -0.02 0.04 0.02
Se -1.989 1.355 2.231 0.00 -0.13 -0.03
N 2.133 0.987 3.567 -0.08 0.09 0.06
F -1.835 -0.053 -0.502 -0.05 -0.05 -0.05
F -4.245 0.033 -1.576 -0.16 0.01 -0.04
H -0.042 -0.619 7.324 -0.01 0.01 -0.02
C -1.536 3.846 1.039 0.02 0.06 0.00
C 2.611 1.147 1.105 0.05 -0.03 0.00
H 1.758 0.817 6.412 -0.01 -0.01 -0.02
N -0.037 -2.164 0.036 -0.08 -0.17 -0.07
C 0.788 -4.339 -0.553 0.08 -0.05 -0.04
C -0.223 -0.358 -3.145 0.12 -0.06 0.22
C -1.039 -0.710 -5.747 -0.10 -0.02 0.01
Os 0.076 -0.053 0.048 0.37 0.11 0.58
C 0.908 -2.960 -0.478 -0.11 0.13 0.09
H -2.304 -4.561 0.774 0.01 -0.02 0.00
C -1.041 4.731 0.090 -0.04 0.03 0.04
H -2.241 4.170 1.793 0.01 0.00 -0.02
C 1.820 0.736 2.296 0.10 0.03 0.20
H 0.253 4.897 -1.621 0.00 -0.03 0.01
C 0.222 2.919 -0.813 -0.02 -0.08 0.05
C 0.651 -0.168 -4.211 0.17 0.08 0.03
N 0.503 -0.111 -1.962 -0.39 0.04 -0.14
B -3.748 1.211 -1.276 0.12 0.09 0.27
H -1.244 -1.805 3.394 -0.05 -0.02 -0.06
H -1.354 5.767 0.089 0.00 -0.01 0.00
H 1.596 -4.923 -0.973 -0.02 0.02 0.01
H 1.797 -2.470 -0.853 -0.01 -0.01 -0.01
```
Positions in Å, forces in eV/Å.

* strongest force on any atom: 0.7 eV Å⁻¹
* E_LUMO (alpha / beta): -8.24 / -11.68 eV
* electronic energy: -6705.00694 hartree
* <S²>: 6.0315
* energy relative to the best compared isomer or geometry (same formula, charge and spin): 55.1 kJ/mol
* total charge: +3
* multiplicity: 5

In the natural (NBO) picture, each atom carries the following charge in e: atom 1 (H): 0.207, atom 2 (C): -0.107, atom 3 (H): 0.454, atom 4 (C): 0.091, atom 5 (N): -0.481, atom 6 (C): 0.151, atom 7 (H): 0.248, atom 8 (F): -0.511, atom 9 (C): -0.244, atom 10 (H): 0.260, atom 11 (C): -0.160, atom 12 (N): -0.553, atom 13 (C): -0.074, atom 14 (C): -0.280, atom 15 (H): 0.252, atom 16 (C): -0.192, atom 17 (F): -0.487, atom 18 (C): -0.053, atom 19 (H): 0.250, atom 20 (C): -0.205, atom 21 (H): 0.456, atom 22 (C): -0.173, atom 23 (H): 0.254, atom 24 (C): -0.185, atom 25 (C): -0.198, atom 26 (C): 0.395, atom 27 (H): 0.248, atom 28 (C): -0.172, atom 29 (Se): 0.779, atom 30 (N): -0.489, atom 31 (H): 0.252, atom 32 (H): 0.273, atom 33 (C): -0.230, atom 34 (N): -0.553, atom 35 (H): 0.242, atom 36 (H): 0.414, atom 37 (H): 0.249, atom 38 (Se): 0.562, atom 39 (N): -0.476, atom 40 (F): -0.642, atom 41 (F): -0.487, atom 42 (H): 0.258, atom 43 (C): -0.192, atom 44 (C): -0.271, atom 45 (H): 0.255, atom 46 (N): -0.467, atom 47 (C): -0.175, atom 48 (C): 0.141, atom 49 (C): -0.160, atom 50 (Os): 1.267, atom 51 (C): 0.069, atom 52 (H): 0.269, atom 53 (C): -0.106, atom 54 (H): 0.269, atom 55 (C): 0.414, atom 56 (H): 0.266, atom 57 (C): 0.056, atom 58 (C): 0.100, atom 59 (N): -0.506, atom 60 (B): 1.484, atom 61 (H): 0.208, atom 62 (H): 0.271, atom 63 (H): 0.268, atom 64 (H): 0.200